[1]
Formula: C11H16InN4O3S
Source: OMol25
Level of theory: ωB97M-V/def2-TZVPD

```
36
Properties=species:S:1:pos:R:3:lowdin_spin:R:1
In 1.234 1.485 -1.231 0.03
O -2.481 1.849 -2.711 0.13
N -3.670 2.320 -2.265 0.01
C -4.454 3.003 -3.119 0.00
C -5.625 3.536 -2.637 0.01
C -5.976 3.330 -1.306 0.00
C -5.169 2.569 -0.472 0.00
C -3.992 2.063 -0.981 0.01
S -2.820 1.063 -0.174 0.19
H -4.085 3.091 -4.130 0.00
H -6.259 4.095 -3.310 0.00
H -6.897 3.747 -0.921 0.00
H -5.444 2.369 0.554 0.00
C 1.363 -2.342 -0.860 0.00
N 2.186 -2.129 0.322 0.00
C 3.003 -3.252 0.807 0.00
C 3.309 -3.061 2.276 0.00
C 3.945 -1.703 2.466 0.00
N 3.081 -0.663 1.893 0.00
C 3.244 0.682 2.437 0.00
C 2.297 -0.901 0.840 0.00
O 1.619 0.067 0.319 0.00
H 1.197 -3.410 -0.971 0.00
H 1.846 -1.977 -1.770 0.00
H 0.398 -1.854 -0.747 0.00
H 3.925 -3.314 0.223 0.00
H 2.440 -4.167 0.636 0.00
H 3.980 -3.843 2.625 0.00
H 2.387 -3.123 2.857 0.00
H 4.928 -1.662 1.988 0.00
H 4.084 -1.471 3.520 0.00
H 3.279 0.613 3.522 0.00
H 2.406 1.308 2.155 0.00
H 4.173 1.134 2.086 0.00
O -1.198 0.036 -2.059 0.31
N -2.254 0.509 -1.861 0.32
```

Computed properties:
Orbital gap (spin up / spin down) ... 7.3 / 5.7 eV
LUMO energy (spin up / spin down) ... -7.20 / -8.76 eV
2S+1 ... 2
⟨S²⟩ ... 0.767
Total charge ... +2
HOMO level (spin up / spin down) ... -0.5328 / -0.5327 Eh

---

[2]
Formula: C11H16N2
Source: OMol25
Level of theory: ωB97M-V/def2-TZVPD

```
29
Properties=species:S:1:pos:R:3:lowdin_charge:R:1
C -0.700 -0.527 -0.645 0.07
C 0.351 -0.033 -0.313 0.02
C -4.031 1.540 0.590 -0.13
C -2.923 0.761 0.682 -0.09
C -4.208 -0.007 -0.892 -0.18
C -2.205 -2.205 0.612 -0.05
C 1.912 1.415 1.026 -0.04
C 2.696 -0.688 -0.059 -0.02
C 2.045 1.368 -1.436 -0.04
C -2.052 -1.262 -0.568 -0.30
C 1.718 0.478 -0.215 -0.55
N -4.846 1.023 -0.395 0.05
N -3.044 -0.244 -0.233 -0.11
H -4.118 2.349 1.230 0.07
H -2.050 0.761 1.202 0.08
H -4.453 -0.733 -1.687 0.13
H -2.111 -1.665 1.607 0.10
H -1.314 -2.841 0.602 0.07
H -3.203 -2.808 0.642 0.12
H 1.157 2.330 0.924 0.14
H 2.877 1.763 1.062 0.04
H 1.882 0.810 1.872 0.06
H 3.414 -0.531 0.618 0.04
H 3.145 -1.009 -0.970 0.09
H 2.215 -1.532 0.229 0.05
H 2.996 1.908 -1.345 0.10
H 1.180 1.891 -1.795 0.08
H 2.142 0.767 -2.259 0.04
H -2.116 -1.529 -1.634 0.15
```

Computed properties:
Orbital gap ... 9.3 eV
LUMO energy ... 0.65 eV
2S+1 ... 1
Total charge ... 0
HOMO level ... -0.3185 Eh

---

[3]
Formula: C11H16N2
Source: OMol25
Level of theory: ωB97M-V/def2-TZVPD

```
29
Properties=species:S:1:pos:R:3:lowdin_charge:R:1
C 1.563 2.261 3.120 -0.08
C 2.266 1.767 2.011 -0.10
C 0.150 2.313 3.060 -0.09
C 1.625 1.408 0.841 -0.05
C -0.506 1.867 1.922 -0.05
C 0.233 1.463 0.795 -0.22
N 0.368 -1.183 -0.820 -0.11
N -0.752 -0.424 -0.437 -0.03
C 0.690 -2.263 0.077 -0.09
C -0.515 1.056 -0.448 -0.13
C -1.786 -2.389 -1.592 -0.02
C -0.752 -0.544 -3.047 -0.04
C -0.799 -1.215 -1.717 -0.46
H 2.118 2.538 4.023 0.10
H 3.353 1.640 2.104 0.10
H -0.424 2.646 3.908 0.09
H 2.208 1.066 0.002 0.11
H -1.603 1.900 1.843 0.12
H 1.442 -1.900 0.821 0.09
H -0.186 -2.537 0.710 0.09
H 1.033 -3.132 -0.481 0.08
H 0.099 1.306 -1.307 0.10
H -1.467 1.559 -0.500 0.11
H -1.268 -3.326 -1.509 0.06
H -2.451 -2.423 -2.479 0.08
H -2.382 -2.303 -0.676 0.08
H 0.109 0.116 -3.159 0.07
H -1.680 0.040 -3.224 0.10
H -0.685 -1.306 -3.842 0.09
```

Computed properties:
Orbital gap ... 9.6 eV
LUMO energy ... 1.01 eV
2S+1 ... 1
Total charge ... 0
HOMO level ... -0.3141 Eh

---

[4]
Formula: C11H16N2O2
Source: OMol25
Level of theory: ωB97M-V/def2-TZVPD

```
31
Properties=species:S:1:pos:R:3:lowdin_charge:R:1
C 1.702 -1.391 -1.568 -0.12
C 2.338 -0.278 -1.213 -0.09
C -0.626 1.262 0.378 -0.46
C 2.778 -0.122 1.456 -0.04
C 0.305 -1.503 -1.422 -0.21
C -1.876 0.470 0.590 -0.27
C -1.537 -0.946 0.228 -0.30
C 1.692 0.715 -0.388 -0.21
C -3.056 1.198 -0.097 -0.04
C -1.786 -2.000 1.338 -0.01
C 2.169 2.136 -0.331 -0.02
N 0.302 0.442 -0.090 0.05
N -0.076 -0.941 -0.137 -0.03
O -0.591 2.438 0.611 0.07
O 3.815 0.386 1.723 0.05
H 2.324 -2.175 -2.226 0.15
H 3.335 -0.173 -1.298 0.08
H 2.132 -0.802 2.000 0.08
H -0.231 -0.959 -2.305 0.17
H -0.063 -2.457 -1.379 0.09
H -2.197 0.479 1.659 0.16
H -2.282 -1.245 -0.644 0.17
H -2.740 2.295 0.034 0.10
H -4.054 0.998 0.389 0.09
H -3.000 0.908 -1.189 0.09
H -2.814 -1.945 1.467 0.06
H -1.189 -1.566 2.115 0.08
H -1.458 -2.858 0.905 0.04
H 1.260 2.830 -0.370 0.10
H 2.915 2.471 -0.937 0.05
H 2.507 2.332 0.702 0.09
```

Computed properties:
Orbital gap ... 7.6 eV
LUMO energy ... 0.47 eV
2S+1 ... 1
Total charge ... 0
HOMO level ... -0.2604 Eh

---

[5]
Formula: C11H16N2O4PtS
Source: OMol25
Level of theory: ωB97M-V/def2-TZVPD

```
35
Properties=species:S:1:pos:R:3:lowdin_spin:R:1
Pt 0.219 -0.149 -0.615 0.06
O -0.680 -3.128 -0.240 0.07
C -0.366 -2.026 -0.350 0.11
C 0.989 1.488 -1.437 0.11
O 1.486 2.298 -2.085 0.07
C -1.537 0.274 -1.446 0.14
O -2.605 0.558 -1.771 0.09
C 1.990 -0.596 0.158 0.16
O 2.936 -0.736 0.803 0.10
C 0.983 -1.821 -3.694 0.02
H 1.622 -2.589 -3.239 0.00
H -0.059 -2.103 -3.887 0.00
C 1.456 -0.614 -4.016 0.02
H 0.823 0.148 -4.486 0.00
H 2.505 -0.340 -3.846 0.00
C -2.267 -0.132 3.861 0.02
N -0.958 0.385 4.254 0.03
C -0.318 -0.263 5.397 0.00
C -0.258 1.160 3.389 0.08
S -0.855 1.413 1.810 0.82
N 0.896 1.754 3.850 0.04
C 0.938 2.331 5.206 0.00
C 1.673 2.523 2.884 0.02
H -2.718 -0.610 4.735 0.00
H -2.196 -0.860 3.042 0.01
H -2.910 0.689 3.526 0.01
H 0.770 -0.230 5.295 0.00
H -0.625 0.238 6.324 0.00
H -0.647 -1.305 5.467 0.00
H 1.771 1.885 5.763 0.00
H 1.135 3.409 5.151 0.00
H 0.001 2.160 5.740 0.00
H 1.902 1.895 2.021 0.01
H 1.107 3.402 2.548 0.01
H 2.600 2.858 3.354 0.00
```

Computed properties:
Orbital gap (spin up / spin down) ... 6.0 / 5.1 eV
LUMO energy (spin up / spin down) ... -7.46 / -10.41 eV
2S+1 ... 3
⟨S²⟩ ... 2.011
Total charge ... +2
HOMO level (spin up / spin down) ... -0.4951 / -0.5701 Eh

---

[6]
Formula: C11H16N2S
Source: OMol25
Level of theory: ωB97M-V/def2-TZVPD

```
30
Properties=species:S:1:pos:R:3:lowdin_charge:R:1
C -0.113 -2.745 0.943 -0.17
C 0.952 -1.742 1.285 -0.53
C 1.338 -0.968 -1.390 -0.68
C 0.644 1.181 -0.408 -0.18
C -0.571 1.770 0.271 -0.22
C -0.585 3.137 0.588 -0.05
C -1.661 3.704 1.254 -0.09
C -2.747 2.902 1.617 -0.12
C -2.752 1.578 1.300 -0.09
C -1.655 0.968 0.645 -0.03
C 2.385 -2.478 -2.907 -0.17
H -0.885 -2.827 1.708 0.08
H 0.295 -3.709 0.742 0.06
H -0.579 -2.441 -0.006 0.07
H 1.553 -2.096 2.238 0.11
H 0.597 -0.782 1.578 0.03
H -0.157 0.177 -2.010 0.15
H 1.114 1.956 -1.076 0.14
H 1.401 1.015 0.381 0.11
H 0.202 3.751 0.238 0.10
H -1.733 4.789 1.461 0.11
H -3.566 3.357 2.207 0.11
H -3.618 0.984 1.624 0.11
H -1.644 -0.103 0.439 0.10
H 3.328 -2.072 -3.224 0.07
H 2.508 -3.222 -2.116 0.05
H 1.882 -3.037 -3.691 0.07
N 0.327 -0.055 -1.123 -0.03
N 1.469 -1.406 -2.587 -0.02
S 2.270 -1.584 0.019 0.93
```

Computed properties:
Orbital gap ... 9.6 eV
LUMO energy ... 0.74 eV
2S+1 ... 1
Total charge ... 0
HOMO level ... -0.3244 Eh

---

[7]
Formula: C11H16N3
Source: OMol25
Level of theory: ωB97M-V/def2-TZVPD

```
30
Properties=species:S:1:pos:R:3:lowdin_spin:R:1
C -3.860 0.407 -2.153 0.09
C -4.363 0.219 -0.911 0.32
C -2.523 0.142 -1.943 0.13
C 3.072 1.533 -1.221 0.24
C 2.399 0.482 -1.842 0.03
C 2.918 1.715 0.123 0.05
C 1.505 -0.248 -1.112 0.14
C 1.941 0.942 0.733 0.16
C 2.053 1.110 2.813 0.02
C 0.536 -2.275 0.965 0.01
C 0.235 -0.801 0.801 0.03
N -3.387 -0.149 -0.050 0.09
N -2.235 -0.274 -0.715 0.45
N 1.234 -0.027 0.189 0.18
H -4.405 0.820 -3.129 0.00
H -5.428 0.440 -0.543 0.01
H -1.654 0.140 -2.615 0.01
H 3.646 2.184 -1.759 0.02
H 2.591 0.076 -2.890 0.00
H 3.563 2.392 0.705 0.00
H 1.075 -1.167 -1.534 0.02
H 2.345 0.092 3.196 0.00
H 1.087 1.283 3.001 0.00
H 2.855 1.786 2.834 0.00
H 0.315 -2.856 0.196 0.00
H 1.582 -2.389 1.395 0.00
H -0.208 -2.615 1.724 0.00
H 0.031 -0.340 1.834 0.00
H -0.721 -0.695 0.371 0.01
H -3.500 -0.386 0.972 0.00
```

Computed properties:
Orbital gap (spin up / spin down) ... 2.8 / 3.0 eV
LUMO energy (spin up / spin down) ... -4.44 / -8.81 eV
2S+1 ... 3
⟨S²⟩ ... 2.031
Total charge ... +1
HOMO level (spin up / spin down) ... -0.2655 / -0.4332 Eh

---

[8]
Formula: C11H16N3O
Source: OMol25
Level of theory: ωB97M-V/def2-TZVPD

```
31
Properties=species:S:1:pos:R:3:lowdin_charge:R:1
C -1.233 -4.534 0.059 -0.04
C -0.140 -3.795 -0.169 -0.10
C -2.418 -3.816 0.409 -0.02
C -0.075 -2.409 -0.182 0.02
C -2.374 -2.449 0.351 0.01
C -1.252 -1.672 0.053 -0.29
C -2.439 0.450 -0.053 -0.50
C -2.180 1.609 1.043 0.03
C -1.046 2.535 0.498 -0.21
C -1.362 3.961 0.225 0.04
C 1.394 2.324 -0.337 -0.01
N -1.444 -0.402 -0.073 0.21
N 0.086 2.011 0.226 0.20
N 6.725 0.105 -0.951 0.01
O -3.338 0.643 -0.842 0.12
H -1.297 -5.652 0.074 0.14
H 0.847 -4.402 -0.422 0.16
H -3.326 -4.247 0.611 0.09
H 0.958 -2.030 -0.237 0.12
H -3.289 -1.739 0.398 0.16
H -3.076 2.069 1.226 0.09
H -1.729 1.222 1.993 0.15
H -0.689 4.690 0.670 0.12
H -2.263 4.243 0.560 0.05
H -1.267 4.029 -0.851 0.12
H 1.397 2.336 -1.455 0.12
H 1.720 3.306 0.028 0.11
H 2.231 1.616 -0.040 0.13
H 7.300 0.449 -1.755 0.04
H 6.415 -0.820 -0.958 -0.03
H 7.163 0.370 -0.097 -0.01
```

Computed properties:
Orbital gap (spin up / spin down) ... 4.9 / 6.4 eV
LUMO energy (spin up / spin down) ... -6.85 / -5.29 eV
2S+1 ... 1
Total charge ... +1
HOMO level (spin up / spin down) ... -0.4315 / -0.4315 Eh

---

Number 1: E -1461.123049 hartree, maximum force 0.0086 hartree/bohr. Number 2: E -538.117829 hartree, maximum force 0.0836 hartree/bohr. Number 3: E -538.185435 hartree, maximum force 0.0524 hartree/bohr. Number 4: E -688.550441 hartree, maximum force 0.1127 hartree/bohr. Number 5: E -1356.003658 hartree, maximum force 0.0675 hartree/bohr. Number 6: E -936.428802 hartree, maximum force 0.0618 hartree/bohr. Number 7: E -592.443958 hartree, maximum force 0.1489 hartree/bohr. Number 8: E -667.837565 hartree, maximum force 0.0986 hartree/bohr.